No. 1
ORCA calculation (the ωB97M-V functional and the def2-TZVPD basis) on a molecular structure, C28H49NO2P2Tl.

The geometry in XYZ format:
```
83
Properties=species:S:1:pos:R:3:forces:R:3:lowdin_charge:R:1
Tl 1.9899 0.4357 1.2864 -3.50 -1.96 0.05 0.9905
C 0.6056 -3.0772 0.1903 0.22 0.12 0.13 -0.1325
C 1.1386 -2.6929 1.4503 0.01 -0.09 -0.17 -0.2332
C -1.1444 -2.4585 1.5579 -0.19 0.02 0.22 -0.0986
C -0.8097 -2.9385 0.2601 -0.62 0.09 -0.32 -0.0785
C 0.0600 -2.2753 2.2824 0.23 0.05 -0.01 -0.1825
C 1.3993 -3.5141 -0.9769 0.03 -0.09 -0.46 0.0008
H 2.2706 -2.8594 -1.1341 -0.21 -0.18 0.07 0.0877
H 0.7955 -3.4988 -1.8937 0.23 0.01 0.27 0.0737
H 1.7787 -4.5395 -0.8410 -0.06 0.23 0.02 0.1140
C -1.7842 -3.1990 -0.8158 0.33 -0.49 -0.13 0.0126
H -1.3003 -3.6269 -1.7012 -0.15 0.13 0.20 0.0815
H -2.2937 -2.2636 -1.1071 -0.08 0.22 0.15 0.0815
H -2.5619 -3.9010 -0.4755 0.12 0.27 -0.01 0.1175
C -2.4947 -2.2038 2.0872 -0.39 -0.10 -0.26 0.0103
H -2.7062 -2.8350 2.9632 0.15 0.12 -0.10 0.1174
H -3.2596 -2.3935 1.3297 0.09 0.20 0.21 0.0757
H -2.6120 -1.1556 2.3970 0.01 -0.17 -0.12 0.0961
C 0.1771 -1.7126 3.6451 -0.17 0.15 0.43 -0.0200
H 0.3098 -2.5152 4.3894 -0.04 0.19 -0.15 0.1160
H -0.7312 -1.1540 3.9126 0.29 -0.19 -0.04 0.0924
H 1.0377 -1.0291 3.7440 -0.27 -0.31 -0.06 0.0515
C 2.5687 -2.7498 1.8288 0.39 -0.13 0.20 -0.0560
H 2.8892 -3.7980 1.9619 -0.02 0.32 -0.05 0.1179
H 2.7568 -2.2239 2.7744 -0.03 -0.18 -0.18 0.0737
H 3.2159 -2.3106 1.0525 -0.13 -0.22 0.12 0.0703
C 3.0995 1.9041 -0.4059 2.20 -1.18 -0.77 -0.1899
C 3.8761 0.7636 -0.2261 -0.02 2.36 -1.08 -0.2169
C 5.1340 0.7488 0.6153 0.47 -0.47 -0.48 -0.1580
C 5.0449 0.7486 2.1647 0.07 -0.51 0.53 -0.1612
C 3.7584 1.1621 2.8453 0.42 2.47 0.65 -0.2233
C 3.0613 2.3264 2.5779 1.97 -0.58 1.40 -0.1913
C 3.5726 3.4291 1.6831 -0.35 0.63 0.13 -0.1496
C 3.5052 3.2377 0.1462 -0.43 0.72 -0.20 -0.1580
H 5.8269 1.5570 0.3265 -0.48 -0.16 -0.17 0.1314
H 5.8955 1.3631 2.5209 -0.54 -0.19 0.09 0.1408
H 5.6375 -0.1963 0.3553 0.06 0.49 0.03 0.1230
H 4.4902 3.5406 -0.2419 -0.28 -0.34 -0.18 0.1329
H 2.2427 1.9123 -1.0926 0.28 -0.33 0.19 0.1142
H 3.7067 -0.1271 -0.8399 -0.38 0.23 0.25 0.1108
H 2.7893 3.9772 -0.2402 0.28 -0.23 0.04 0.1227
H 2.9599 4.3143 1.9199 0.27 -0.31 -0.08 0.1228
H 2.1917 2.5848 3.1996 0.27 -0.33 -0.24 0.1199
H 4.6036 3.7344 1.9308 -0.32 -0.50 0.24 0.1330
H 5.2539 -0.2764 2.5195 0.01 0.44 -0.15 0.1176
H 3.5133 0.5693 3.7399 -0.37 0.16 -0.58 0.1223
P 0.0287 -0.3425 -3.2477 -0.36 -0.04 -0.20 0.7727
C -0.6477 -1.6022 -4.4241 0.01 0.09 0.30 -0.3030
H -0.4434 -1.3142 -5.4640 -0.03 -0.12 0.19 0.0458
H -1.7306 -1.6765 -4.2688 0.26 0.05 -0.07 0.0195
H -0.1777 -2.5689 -4.2046 -0.08 0.07 -0.16 0.0174
C -0.5771 1.1955 -4.0575 -0.10 -0.10 0.29 -0.3059
H -0.3100 1.1950 -5.1219 -0.05 0.07 0.17 0.0442
H -0.1113 2.0490 -3.5508 -0.12 0.00 -0.18 0.0225
H -1.6700 1.2221 -3.9270 0.50 0.09 -0.09 0.0109
C 1.7620 -0.3016 -3.8675 -0.01 -0.12 0.02 -0.3429
H 2.2982 0.4945 -3.3368 0.08 -0.09 -0.21 0.0056
H 1.7796 -0.1172 -4.9499 0.20 -0.03 0.23 0.0417
H 2.2370 -1.2649 -3.6412 0.08 0.19 -0.13 0.0191
P -1.8418 2.2379 1.0332 0.59 -0.53 0.22 0.7779
C -1.6104 2.1260 2.8658 -0.09 0.09 0.02 -0.3257
H -1.7632 3.1082 3.3385 -0.03 -0.35 0.08 0.0439
H -0.5891 1.7711 3.0796 -0.24 0.11 0.04 -0.0100
H -2.3238 1.3914 3.2667 0.21 0.25 0.01 0.0321
C -1.0545 3.8856 0.7878 -0.14 -0.02 -0.32 -0.3254
H -0.0427 3.8902 1.2170 -0.19 0.04 -0.02 0.0115
H -1.6727 4.6685 1.2465 0.32 0.01 -0.11 0.0402
H -0.9662 4.0513 -0.2944 -0.03 0.20 0.28 0.0322
C -3.6093 2.6704 0.9306 0.02 -0.11 -0.31 -0.2992
H -3.7916 3.6856 1.3003 -0.12 -0.20 0.01 0.0423
H -4.1988 1.9187 1.4672 0.09 0.16 -0.09 0.0318
H -3.8826 2.5887 -0.1281 -0.11 0.15 0.20 0.0374
O -3.2528 -0.0120 -3.4966 -0.21 -0.39 0.82 -0.0455
C -3.9783 -0.2969 -2.5366 -0.16 -0.11 -0.19 -0.5048
C -5.4793 -0.5353 -2.7241 0.04 0.05 -0.16 -0.1134
C -5.9892 -0.6671 -1.3126 -0.35 -0.05 0.18 -0.1171
C -4.7327 -0.5601 -0.4459 0.11 0.10 -0.24 -0.5242
O -4.7844 -0.5543 0.7908 0.39 -0.13 -0.62 -0.0367
N -3.6065 -0.4505 -1.2275 -0.09 0.13 0.21 0.1198
H -5.9302 0.3015 -3.2635 0.12 -0.19 -0.12 0.1152
H -5.6292 -1.4610 -3.2944 0.11 0.33 -0.10 0.1175
H -6.6951 0.1266 -1.0544 0.03 -0.18 0.18 0.1156
H -6.4720 -1.6358 -1.1501 -0.02 0.20 0.25 0.1144
```
Positions in Å, forces in eV/Å.

For the largest force on an atom, the calculation gives 0.078 Eh/bohr. The frontier orbital gap (alpha / beta) comes out at 4.32 / 4.37 eV. As for the net charge: +1. The LUMO energy (alpha / beta) is -0.1976 / -0.1956 Eh.

=====

No. 2
ORCA calculation (the ωB97M-V functional and the def2-TZVPD basis) on a molecular structure, C28H50BKN10S4.

The geometry in XYZ format:
```
94
Properties=species:S:1:pos:R:3:forces:R:3:lowdin_charge:R:1
K -0.2678 -0.8047 -1.0331 0.04 -0.20 0.28 0.3570
C -3.0810 1.7341 4.6934 0.02 0.04 -0.03 -0.0360
C -2.9532 1.2002 3.2605 -0.23 0.02 0.09 -0.5392
C -3.9719 1.8761 2.3348 0.06 0.00 0.01 -0.0225
C -3.2737 -0.2911 3.3128 0.24 0.02 -0.10 -0.0922
N -1.5994 1.5765 2.7675 0.31 -0.03 -0.13 0.0058
C -1.2534 2.9221 2.8142 -0.03 0.11 0.04 -0.0703
C -0.0292 3.0462 2.2939 0.07 0.07 -0.04 -0.0859
N 0.4078 1.8013 1.9017 -0.16 -0.12 0.29 0.0176
B 1.8266 1.7328 1.2715 -0.11 -0.15 -0.11 -0.6065
N 1.8969 2.4028 -0.1203 -0.09 0.23 -0.18 0.0155
C 3.1430 2.7833 -0.5671 0.06 0.00 0.08 -0.0940
C 3.0086 3.3416 -1.7729 0.09 0.03 -0.03 -0.0720
N 1.6551 3.3322 -2.0975 0.02 -0.14 0.33 0.0054
C 0.9706 2.7221 -1.0659 0.40 0.13 -0.04 -0.6780
S -0.6890 2.4178 -0.9346 -0.27 -0.04 -0.18 0.6550
C 1.2524 3.8994 -3.4121 -0.01 0.10 -0.27 -0.5427
C -0.2472 4.0649 -3.6399 0.02 -0.07 0.21 -0.0800
C 1.8155 2.9802 -4.5021 -0.01 -0.02 0.08 -0.0212
C 1.8717 5.2990 -3.5203 0.05 -0.01 0.03 -0.0393
N 2.4201 0.2989 1.3038 0.19 -0.24 -0.15 0.0182
C 2.7288 -0.2056 2.5466 0.07 0.10 0.05 -0.0950
C 3.2349 -1.4325 2.3917 0.01 -0.02 0.15 -0.0757
N 3.2471 -1.7238 1.0338 -0.28 0.30 -0.01 0.0127
C 2.7387 -0.6310 0.3577 0.20 -0.03 0.50 -0.6945
S 2.6083 -0.3954 -1.3142 0.44 -0.20 -0.47 0.6059
C 3.8056 -3.0488 0.6291 0.25 -0.18 -0.03 -0.5374
C 3.7713 -3.3696 -0.8614 -0.14 0.22 0.01 -0.0765
C 5.2731 -3.0707 1.0764 -0.02 0.08 0.00 -0.0334
C 3.0050 -4.1317 1.3566 -0.02 0.03 0.06 -0.0361
C -0.5548 0.8867 2.1864 -0.13 0.44 0.05 -0.6646
S -0.4423 -0.7802 1.9007 -0.36 -0.29 0.42 0.6510
H -4.0489 1.4506 5.1075 -0.01 0.01 -0.02 0.0867
H -3.0007 2.8197 4.7382 -0.02 -0.05 0.05 0.0709
H -2.2968 1.3040 5.3178 -0.01 0.01 0.02 0.0958
H -4.9832 1.5708 2.6071 0.00 0.02 0.01 0.0879
H -3.7755 1.5847 1.3016 -0.03 -0.01 0.00 0.0818
H -3.9109 2.9631 2.3947 -0.02 -0.02 -0.03 0.0800
H -4.2689 -0.3935 3.7542 0.05 0.05 -0.02 0.0871
H -2.5588 -0.8319 3.9273 0.06 -0.06 0.00 0.0685
H -3.2803 -0.7424 2.3265 0.05 -0.06 -0.07 0.0378
H -1.9072 3.6795 3.2035 0.02 -0.04 -0.03 0.1130
H 0.5726 3.9250 2.1420 0.01 -0.02 0.01 0.1287
H 2.5313 2.4002 1.9952 0.05 0.01 0.02 0.1240
H 4.0284 2.5954 0.0142 -0.02 0.01 0.00 0.1276
H 3.7644 3.7285 -2.4298 -0.05 -0.03 0.01 0.1125
H -0.7616 3.1123 -3.6678 -0.08 -0.10 0.03 0.0391
H -0.3811 4.5654 -4.6021 0.07 -0.02 0.03 0.0865
H -0.7022 4.6739 -2.8629 -0.06 -0.01 0.04 0.0717
H 1.4399 1.9653 -4.3590 -0.01 0.00 -0.02 0.0820
H 2.9052 2.9445 -4.4753 -0.01 -0.02 -0.01 0.0813
H 1.5028 3.3355 -5.4848 0.02 0.00 -0.01 0.0880
H 1.4883 5.9362 -2.7223 0.01 0.02 -0.01 0.0954
H 1.6012 5.7427 -4.4786 -0.01 -0.01 -0.01 0.0870
H 2.9588 5.2812 -3.4539 -0.05 0.05 -0.04 0.0686
H 2.5513 0.3656 3.4409 0.00 -0.02 -0.01 0.1275
H 3.5854 -2.1211 3.1373 -0.02 0.02 -0.05 0.1125
H 4.3389 -2.6492 -1.4405 0.00 0.06 -0.07 0.0556
H 2.7537 -3.3962 -1.2401 -0.07 0.04 -0.07 0.0623
H 4.2166 -4.3585 -0.9954 -0.02 0.03 0.08 0.0882
H 5.8206 -2.2699 0.5769 0.02 -0.01 0.02 0.0938
H 5.7283 -4.0236 0.8053 -0.02 -0.01 0.00 0.0865
H 5.3739 -2.9376 2.1538 0.03 -0.01 -0.02 0.0738
H 1.9701 -4.1182 1.0169 -0.06 -0.02 -0.04 0.0401
H 3.0195 -3.9972 2.4395 0.01 -0.08 -0.05 0.0747
H 3.4292 -5.1100 1.1266 0.01 0.01 0.01 0.0925
N -0.5015 -0.8869 -3.6636 0.07 0.00 -0.41 -0.0506
C -1.5517 0.1308 -3.7239 -0.25 -0.04 -0.07 -0.3146
C -2.9353 -0.5047 -3.5823 0.21 -0.02 0.14 -0.1845
C -3.1469 -1.2617 -2.2728 -0.13 -0.04 -0.13 -0.3127
N -2.9064 -0.4141 -1.1069 -0.44 0.03 -0.07 -0.0428
H 0.4150 -0.4510 -3.6021 0.00 -0.01 -0.07 0.0403
H -0.4977 -1.4414 -4.5118 0.01 -0.07 0.04 0.0855
H -1.5352 0.7028 -4.6605 0.03 0.07 0.07 0.1098
H -1.3926 0.8322 -2.9005 0.02 0.07 -0.12 0.0144
H -3.0947 -1.2085 -4.4050 -0.09 0.05 -0.03 0.1124
H -3.6856 0.2867 -3.6713 -0.04 -0.03 -0.05 0.1139
H -2.4374 -2.0946 -2.2308 -0.04 -0.05 -0.05 0.0725
H -4.1641 -1.6816 -2.2889 0.06 -0.07 -0.02 0.1067
H -3.1748 -0.8904 -0.2514 0.07 0.05 0.03 0.0509
H -3.4543 0.4373 -1.1654 0.04 0.03 0.03 0.0792
C -0.6761 -4.0953 2.5068 0.16 -0.03 0.02 -0.0650
N -1.8578 -3.9914 1.6781 -0.14 0.09 -0.11 -0.1185
C -3.1415 -3.7136 2.1125 -0.02 -0.05 0.07 -0.0667
C -3.9346 -3.6404 1.0278 -0.03 0.03 -0.03 -0.0818
N -3.1179 -3.8639 -0.0679 0.06 0.03 0.21 0.0622
C -1.8294 -4.0674 0.3234 -0.26 0.05 0.15 -0.8411
S -0.5120 -4.3398 -0.6570 0.29 0.05 -0.26 0.6047
H -0.9710 -4.0061 3.5491 -0.03 0.00 -0.01 0.0948
H 0.0193 -3.2921 2.2643 -0.01 -0.06 0.03 0.0125
H -0.1859 -5.0531 2.3349 -0.04 -0.01 -0.01 0.0890
H -3.3750 -3.6018 3.1563 0.02 0.03 -0.02 0.1234
H -4.9884 -3.4497 0.9365 0.01 -0.02 0.02 0.1143
H -3.3887 -3.8684 -1.0338 0.01 -0.03 -0.06 0.1316
```
Positions in Å, forces in eV/Å.

For the largest force on an atom, the calculation gives 0.013 Eh/bohr. The value obtained for the energy above the lowest of the compared OMol25 structures with the same formula, charge and spin is 21.8 kcal/mol. The frontier orbital gap comes out at 6.87 eV. The LUMO energy is 0.0066 Eh.